Entry 1:
{"formula": "C3H4FO3Tm", "method": "ωB97M-V with the def2-TZVPD basis set", "multiplicity": 3, "homo_lumo_gap_ev": [6.456, 5.122], "relative_energy_kj_mol": 89.8, "homo_ev": [-7.5858, -7.8311], "lumo_ev": [-1.1, -2.7], "species": ["C", "C", "H", "H", "F", "H", "Tm", "O", "C", "O", "O", "H"], "coordinates": [[-1.48, -0.62, 0.66], [-0.64, 0.48, 0.50], [-1.95, -0.95, -0.27], [-1.14, -1.39, 1.36], [-0.09, 0.99, 1.65], [-1.02, 1.24, -0.20], [-4.22, 1.03, 2.10], [2.39, -0.06, -2.10], [1.89, -0.01, -0.83], [2.19, -0.88, -0.02], [0.97, 0.88, -0.73], [3.09, -0.71, -2.12]]}

=====

Entry 2:
{"formula": "C5H6O", "method": "ωB97M-V with the def2-TZVPD basis set", "multiplicity": 1, "homo_lumo_gap_ev": [7.587, 7.588], "relative_energy_kj_mol": 425.4, "homo_ev": [-7.8767, -7.8770], "lumo_ev": [-0.3, -0.3], "species": ["C", "C", "C", "O", "C", "C", "H", "H", "H", "H", "H", "H"], "coordinates": [[-1.65, -0.09, 0.05], [-0.20, 0.21, 0.29], [0.44, 1.33, -0.19], [1.67, 1.35, -0.54], [1.94, -0.74, 0.00], [0.78, -1.17, 0.32], [-2.24, 0.78, -0.24], [-2.13, -0.56, 0.91], [-1.67, -0.78, -0.80], [-0.18, 2.25, -0.20], [2.94, -0.41, -0.14], [0.32, -2.17, 0.53]]}

=====

Entry 3:
{"formula": "C4H12NP2", "method": "ωB97M-V with the def2-TZVPD basis set", "charge": 1, "multiplicity": 1, "homo_lumo_gap_ev": 7.416, "relative_energy_kj_mol": 342.3, "homo_ev": -11.5068, "lumo_ev": -4.1, "smiles": "C=P(P)=C(C)[NH2+]C", "species": ["C", "C", "C", "C", "N", "P", "P", "H", "H", "H", "H", "H", "H", "H", "H", "H", "H", "H", "H"], "coordinates": [[-0.99, 2.29, 0.71], [1.38, 0.58, 1.03], [1.31, -1.47, -1.38], [0.27, -0.21, 0.42], [0.47, -1.48, -0.15], [-0.98, 0.77, -0.14], [-2.68, -0.36, -0.88], [-1.72, 3.04, 0.76], [-0.01, 2.64, 0.72], [0.86, 1.10, 1.83], [1.59, 1.47, 0.42], [2.22, 0.04, 1.35], [1.39, -0.37, -1.70], [2.30, -1.95, -1.29], [0.71, -2.08, -2.00], [-0.40, -1.87, -0.33], [0.82, -2.08, 0.69], [-3.01, -0.62, 0.52], [-3.54, 0.56, -0.59]]}

=====

Entry 4:
{"formula": "C13H25Cl3NOP2Pm", "method": "ωB97M-V with the def2-TZVPD basis set", "charge": 2, "multiplicity": 5, "homo_lumo_gap_ev": [7.896, 7.932], "homo_ev": [-14.7563, -14.6220], "lumo_ev": [-6.9, -6.7], "species": ["C", "C", "H", "H", "H", "O", "Cl", "Pm", "P", "C", "C", "H", "H", "H", "H", "H", "H", "C", "H", "H", "H", "P", "C", "C", "H", "H", "H", "C", "H", "H", "H", "H", "H", "H", "Cl", "Cl", "C", "C", "C", "C", "N", "C", "H", "H", "H", "H"], "coordinates": [[-5.68, -3.34, -0.29], [-4.26, -2.90, -0.03], [-6.34, -2.81, 0.41], [-5.80, -4.43, -0.13], [-5.98, -3.09, -1.32], [-3.88, -2.10, 0.78], [-3.14, -3.72, -1.12], [-0.08, 0.26, 0.18], [0.66, -1.68, 1.84], [1.03, -0.95, 3.46], [-0.66, -2.90, 1.96], [-0.27, -3.71, 2.61], [2.42, -3.28, 1.82], [-0.94, -3.27, 0.95], [1.92, -2.81, 0.11], [0.13, -0.46, 3.84], [-1.58, -2.44, 2.35], [2.16, -2.46, 1.13], [1.35, -1.80, 4.09], [2.99, -1.73, 1.03], [1.80, -0.18, 3.39], [-0.99, 1.75, -1.83], [-1.09, 3.47, -1.30], [0.21, 1.59, -3.21], [-2.52, 0.06, -2.62], [-2.89, 1.75, -3.24], [-3.32, 1.22, -1.54], [-2.60, 1.13, -2.37], [0.33, 0.52, -3.47], [-0.21, 2.19, -4.05], [-1.44, 4.05, -2.17], [-0.13, 3.85, -0.94], [1.21, 1.95, -2.92], [-1.79, 3.54, -0.45], [-0.21, -1.57, -1.51], [5.51, 1.11, 2.35], [4.36, 1.70, 1.24], [4.61, 2.81, 0.46], [3.62, 3.25, -0.43], [2.43, 2.55, -0.49], [2.15, 1.44, 0.27], [3.14, 1.03, 1.13], [5.57, 3.33, 0.55], [3.73, 4.13, -1.09], [1.59, 2.81, -1.15], [2.86, 0.15, 1.72]]}

=====

Entry 5:
{"formula": "C19H21FN2O3", "method": "ωB97M-V with the def2-TZVPD basis set", "multiplicity": 1, "homo_lumo_gap_ev": 9.258, "relative_energy_kj_mol": 83.7, "homo_ev": -8.5346, "lumo_ev": 0.7, "smiles": "CCN(CC)C(=O)c1ccc(NC(=O)COc2ccccc2F)cc1", "species": ["C", "H", "H", "H", "C", "N", "C", "O", "C", "C", "C", "C", "C", "C", "H", "H", "N", "C", "O", "C", "O", "C", "C", "C", "C", "C", "C", "H", "H", "H", "H", "F", "H", "H", "H", "H", "H", "C", "C", "H", "H", "H", "H", "H", "H", "H"], "coordinates": [[-6.66, -0.20, 1.09], [-7.67, 0.16, 1.25], [-6.17, -0.33, 2.05], [-6.71, -1.17, 0.60], [-5.88, 0.80, 0.24], [-4.52, 0.35, 0.00], [-3.53, 0.87, 0.76], [-3.73, 1.69, 1.64], [-2.14, 0.36, 0.48], [-1.22, 1.18, -0.16], [0.07, 0.75, -0.37], [0.47, -0.51, 0.06], [-0.44, -1.33, 0.72], [-1.74, -0.89, 0.93], [-2.44, -1.52, 1.45], [-0.13, -2.30, 1.07], [1.79, -0.89, -0.18], [2.43, -2.03, 0.15], [1.95, -3.00, 0.71], [3.91, -2.04, -0.29], [4.30, -0.81, -0.85], [5.21, -0.03, -0.21], [5.02, 1.36, -0.27], [5.91, 2.25, 0.29], [7.03, 1.76, 0.94], [7.24, 0.39, 1.01], [6.35, -0.50, 0.44], [6.54, -1.56, 0.49], [8.12, 0.01, 1.51], [7.74, 2.44, 1.38], [5.71, 3.31, 0.22], [3.91, 1.82, -0.89], [4.04, -2.83, -1.04], [4.50, -2.30, 0.59], [2.35, -0.20, -0.67], [0.78, 1.39, -0.87], [-1.52, 2.17, -0.49], [-4.30, -0.53, -1.12], [-3.99, 0.24, -2.41], [-3.06, 0.80, -2.29], [-3.88, -0.45, -3.24], [-4.78, 0.95, -2.63], [-3.47, -1.21, -0.90], [-5.20, -1.13, -1.26], [-5.82, 1.75, 0.77], [-6.38, 0.96, -0.72]]}

=====

Entry 6:
{"formula": "C3H7NO2", "method": "ωB97M-V with the def2-TZVPD basis set", "multiplicity": 1, "homo_lumo_gap_ev": 8.699, "relative_energy_kj_mol": 476.3, "homo_ev": -9.0559, "lumo_ev": -0.4, "species": ["C", "N", "C", "O", "C", "O", "H", "H", "H", "H", "H", "H", "H"], "coordinates": [[2.07, 0.15, -0.13], [0.67, -0.21, -0.25], [-0.17, 0.24, 0.62], [-0.16, 1.00, 1.61], [-1.61, -0.18, 0.44], [-2.44, 0.48, -0.31], [2.43, 0.59, -1.06], [2.21, 0.87, 0.69], [2.67, -0.74, 0.08], [-0.34, -1.23, -0.80], [-2.11, -0.66, 1.28], [-1.15, -1.52, -0.72], [-1.97, 0.84, -1.08]]}

=====

Entry 7:
{"formula": "C18H35As2NS2Y", "method": "ωB97M-V with the def2-TZVPD basis set", "charge": 3, "multiplicity": 1, "homo_lumo_gap_ev": 7.651, "homo_ev": -17.6213, "lumo_ev": -10.0, "species": ["Y", "S", "S", "C", "C", "C", "N", "C", "C", "H", "H", "H", "H", "H", "H", "H", "H", "C", "H", "H", "H", "H", "H", "H", "H", "C", "C", "H", "H", "H", "H", "C", "As", "C", "C", "C", "C", "C", "C", "C", "As", "C", "C", "H", "H", "H", "H", "H", "H", "H", "H", "H", "H", "H", "H", "H", "H", "H", "H"], "coordinates": [[0.74, 0.07, 0.58], [0.31, 2.84, 0.96], [2.28, -1.96, 1.87], [-0.20, 3.28, -0.75], [2.07, 3.36, 0.92], [2.99, 2.30, 0.32], [2.85, 1.02, 1.07], [3.90, 0.02, 0.71], [3.90, -1.11, 1.73], [2.34, 3.57, 1.96], [2.12, 4.28, 0.35], [4.04, 2.64, 0.37], [2.74, 2.10, -0.74], [4.89, 0.52, 0.70], [3.69, -0.34, -0.31], [4.14, -0.74, 2.73], [4.66, -1.85, 1.47], [2.50, -3.25, 0.58], [2.97, 1.25, 2.07], [2.95, -2.84, -0.33], [1.52, -3.68, 0.37], [3.16, -4.04, 1.00], [-1.08, 2.69, -1.04], [0.62, 3.12, -1.46], [-0.48, 4.35, -0.74], [0.53, 0.51, 4.09], [-0.65, -0.06, 3.82], [0.68, 1.59, 4.01], [1.44, -0.08, 4.21], [-1.57, 0.52, 3.68], [-0.73, -1.11, 3.53], [-0.59, -3.28, -1.52], [-0.14, -1.42, -1.34], [1.20, -1.14, -2.71], [-1.77, -0.67, -2.10], [-2.12, -1.05, -3.39], [-3.34, -0.62, -3.91], [-4.19, 0.19, -3.14], [-3.84, 0.57, -1.84], [-2.63, 0.12, -1.30], [-2.17, 0.33, 0.62], [-3.28, 1.88, 1.07], [-3.25, -1.16, 1.27], [0.27, -3.88, -1.22], [-0.85, -3.42, -2.57], [-1.45, -3.47, -0.87], [0.75, -1.52, -3.63], [1.42, -0.06, -2.77], [2.10, -1.70, -2.41], [-1.44, -1.69, -3.97], [-3.63, -0.93, -4.90], [-5.15, 0.53, -3.56], [-4.49, 1.21, -1.25], [-4.33, 1.63, 0.89], [-3.10, 2.08, 2.14], [-2.97, 2.74, 0.48], [-3.25, -1.10, 2.36], [-4.27, -1.05, 0.86], [-2.79, -2.09, 0.93]]}

=====

Entry 8:
{"formula": "C4H12NO2", "method": "ωB97M-V with the def2-TZVPD basis set", "charge": 1, "multiplicity": 1, "homo_lumo_gap_ev": 10.707, "relative_energy_kj_mol": 186.6, "homo_ev": -13.9393, "lumo_ev": -3.2, "species": ["C", "C", "C", "C", "O", "N", "H", "H", "H", "H", "H", "H", "H", "H", "H", "H", "H", "H", "O"], "coordinates": [[-0.10, 0.15, 1.87], [-0.66, 1.04, 0.83], [0.50, 1.70, -0.06], [0.28, 1.04, -1.39], [1.04, 0.14, -1.71], [-0.14, -1.34, 1.52], [0.96, 0.29, 2.24], [-0.63, 0.24, 2.80], [-1.48, 0.58, 0.23], [-1.24, 1.91, 1.19], [0.27, 2.80, -0.06], [1.50, 1.43, 0.36], [-0.56, 1.31, -2.04], [-1.03, -1.73, 1.17], [0.34, -2.03, 2.10], [0.35, -1.49, 0.63], [-0.88, -2.47, -1.89], [-0.38, -1.10, -1.76], [-0.56, -1.88, -1.19]]}

=====

Calculated maximum force (eV/A), listed in the same order as above: 2.51 2.98 4.59 1.98 0.64 0.25 3.61 2.73
Calculated total energy (Ha), listed in the same order as above: -1527.2898 -269.1842 -896.6370 -3311.5030 -1171.7393 -323.5995 -6066.9011 -364.5641